Computed, not measured: a 2-piece molecular cluster, C19H23F4Si overall, with the ωB97M-V functional and the def2-TZVPD basis.

Each line ends with the natural charge from an NBO analysis.
Geometry (Å):
1 C -6.08300 6.85694 6.64705  -0.603
2 C -5.49378 5.78039 5.73557  -0.388
3 C -3.99214 5.59777 5.94949  -0.391
4 C -3.37907 4.53176 5.05340  -0.384
5 C -1.87969 4.35760 5.27493  -0.395
6 C -1.30868 3.27985 4.34055  -0.845
7 Si 0.53886 2.98222 4.56043  0.956
8 H 1.04941 1.79819 3.59726  -0.207
9 H -7.15776 6.96013 6.46713  0.215
10 H -5.93699 6.59982 7.70332  0.204
11 H -5.61107 7.82956 6.46151  0.204
12 H -6.00257 4.82443 5.91924  0.195
13 H -5.67834 6.04618 4.68592  0.195
14 H -3.49145 6.56003 5.77037  0.196
15 H -3.81562 5.33797 7.00304  0.196
16 H -3.89029 3.57596 5.23014  0.195
17 H -3.56750 4.79372 4.00368  0.195
18 H -1.37479 5.31800 5.10390  0.207
19 H -1.69611 4.09270 6.32493  0.207
20 H -1.81965 2.31792 4.50657  0.230
21 H -1.47587 3.56324 3.28895  0.228
22 H 1.22838 4.25765 4.20875  -0.144
23 H 0.75440 2.59398 5.98413  -0.139
24 F -3.05866 -0.87639 2.07094  -0.301
25 C -1.75327 -1.13398 2.43597  0.411
26 C -1.52091 -2.16566 3.34435  -0.221
27 C -0.18520 -2.36465 3.71547  0.397
28 F 0.09404 -3.40682 4.57139  -0.297
29 C 0.84405 -1.56072 3.26998  -0.174
30 C 0.57206 -0.46418 2.39563  -0.154
31 C 1.63625 0.47973 2.20474  0.186
32 C 1.82070 1.43110 1.13934  -0.150
33 C 3.16223 1.80737 0.82794  -0.184
34 C 3.40565 2.83940 -0.05275  0.403
35 F 4.70341 3.23295 -0.29167  -0.298
36 C 2.38473 3.53378 -0.71951  -0.227
37 C 1.08038 3.12600 -0.42368  0.415
38 F 0.04440 3.77982 -1.05321  -0.302
39 C 0.77207 2.12378 0.48038  -0.211
40 C -0.75188 -0.34342 1.88993  -0.194
41 H -2.32349 -2.78348 3.72584  0.280
42 H 1.87023 -1.75243 3.58793  0.251
43 H 2.56198 0.19341 2.69895  0.235
44 H 3.99101 1.28293 1.30620  0.250
45 H 2.58879 4.33440 -1.41258  0.278
46 H -0.26817 1.91433 0.71380  0.238
47 H -0.99770 0.37152 1.11404  0.242

The value obtained for the LUMO energy is -6.700 eV. The charge is +1.

***

Computed, not measured: a 2-piece molecular cluster, C2Cl4S overall, with the ωB97M-V functional and the def2-TZVPD basis.

Each line ends with the natural charge from an NBO analysis.
Geometry (Å):
1 C 1.90192 -0.00512 -0.10081  -0.332
2 C -1.36440 0.23107 -0.01364  -0.170
3 S 2.96497 1.14512 -0.03744  0.210
4 Cl 1.64180 -1.63118 -0.19400  0.138
5 Cl -2.64722 1.27476 -0.68995  0.028
6 Cl -1.13922 -1.25526 -0.73813  0.107
7 Cl -1.35785 0.24062 1.77397  0.018

The value obtained for the LUMO energy (spin up / spin down) is -1.020 / -0.638 eV.

***

Computed, not measured: C19H29N7OsS2Si as an isolated structure, with the ωB97M-V functional and the def2-TZVPD basis.

Each line ends with the natural charge from an NBO analysis.
Geometry (Å):
1 Os 0.09323 0.62302 0.76183  0.349
2 C 1.63538 3.81969 4.75207  -0.679
3 C 0.32049 3.49076 4.15730  0.373
4 N -0.83378 3.92326 4.54330  -0.192
5 N -1.74568 3.34001 3.70554  -0.332
6 C -1.18312 2.57285 2.78457  0.251
7 S -1.84865 1.68728 1.48077  0.068
8 N 0.13728 2.65423 3.05746  -0.228
9 N 1.07981 1.92815 2.30377  -0.587
10 H 1.47497 4.49257 5.59026  0.290
11 H 2.28255 4.31683 4.02777  0.248
12 H 2.13868 2.92376 5.11960  0.249
13 H -2.73029 3.52303 3.83355  0.457
14 H 1.59035 1.31007 2.93497  0.416
15 H 1.74432 2.58844 1.90189  0.416
16 N 3.26381 -3.23242 -3.97630  -0.767
17 C 2.07465 -2.62805 -3.89958  0.341
18 N 1.31705 -2.61763 -5.00165  -0.770
19 S 1.53659 -1.92240 -2.45888  -0.440
20 H 3.58598 -3.69402 -4.81087  0.406
21 H 3.83317 -3.28063 -3.15104  0.424
22 H 1.59880 -3.06116 -5.86017  0.406
23 H 0.40637 -2.19900 -4.94986  0.421
24 C -3.84888 -1.44428 -2.84530  -0.150
25 C -3.16275 -2.53548 -2.32630  -0.201
26 C -2.16799 -2.35380 -1.38457  -0.189
27 C -1.85630 -1.05375 -0.95115  0.163
28 C -2.54215 0.04114 -1.48771  -0.222
29 C -3.53604 -0.15544 -2.42376  -0.191
30 N -0.85659 -0.85318 0.00969  -0.382
31 C -0.58732 -1.90655 0.94435  0.118
32 C 0.71960 -2.34626 1.13339  -0.264
33 C 0.99301 -3.25858 2.15098  -0.203
34 C -0.02983 -3.73056 2.95143  -0.156
35 C -1.34441 -3.29658 2.74672  -0.188
36 C -1.62696 -2.38922 1.75110  -0.229
37 H -4.63348 -1.59752 -3.57396  0.239
38 H -3.40366 -3.53527 -2.66111  0.240
39 H -1.60569 -3.19717 -1.00791  0.238
40 H -2.30634 1.03992 -1.14501  0.214
41 H -4.07721 0.69211 -2.82212  0.235
42 H 1.48918 -2.06885 0.42323  0.242
43 H 2.00306 -3.62001 2.28812  0.239
44 H 0.18275 -4.44891 3.73148  0.240
45 H -2.14185 -3.67201 3.37341  0.242
46 H -2.63736 -2.03406 1.58958  0.237
47 C 2.13211 0.84452 -0.29215  -1.124
48 Si 0.59784 1.95590 -0.98472  1.619
49 C 0.22141 1.60414 -2.75279  -1.196
50 C 1.01524 3.75400 -0.73637  -1.170
51 H 2.90080 1.42419 0.21643  0.248
52 H 2.41632 0.68650 -1.34243  0.327
53 H 2.18473 -0.19004 0.07280  0.302
54 H 1.04704 1.97962 -3.36487  0.271
55 H -0.68052 2.13525 -3.06448  0.270
56 H 0.09567 0.53810 -2.93933  0.287
57 H 1.82167 4.05538 -1.40783  0.276
58 H 1.31459 4.02303 0.27843  0.221
59 H 0.13834 4.35507 -0.99358  0.276

The value obtained for the LUMO energy (spin up / spin down) is -6.807 / -7.151 eV. The charge is +2.

***

Computed, not measured: a 5-piece molecular cluster, C31H40N2O8S overall, with the ωB97M-V functional and the def2-TZVPD basis.

Each line ends with the Löwdin charge.
Geometry (Å):
1 N 4.74808 0.80129 2.39322  -0.028
2 C 4.46305 0.26449 1.03694  -0.253
3 C 3.55743 1.19700 0.12624  -0.173
4 C 2.93435 2.45127 0.85977  -0.170
5 C 1.51123 2.07756 1.38543  -0.196
6 C 1.37403 1.71372 2.79721  -0.015
7 C 0.04471 1.33132 3.26699  -0.076
8 C -1.08113 1.32571 2.35257  -0.419
9 C -0.99232 1.71071 0.92298  -0.225
10 C 0.35306 2.09796 0.46750  0.039
11 N -2.15064 1.70778 0.03069  0.014
12 C -2.91976 0.48112 0.13182  -0.245
13 C -3.38847 -0.24916 -1.05895  -0.019
14 C -4.17383 -1.48833 -0.96576  -0.084
15 C -4.53650 -2.04157 0.35019  -0.085
16 C -4.11997 -1.32852 1.55049  -0.100
17 C -3.32820 -0.11302 1.42877  -0.422
18 S -2.75139 0.80139 2.90739  0.920
19 H 5.75818 0.87097 2.54537  0.065
20 H 4.37362 0.19673 3.12341  0.063
21 H 5.45107 0.11109 0.51079  0.101
22 H 3.98338 -0.74327 1.17294  0.107
23 H 2.68373 0.56070 -0.20626  0.110
24 H 4.07438 1.50469 -0.82033  0.077
25 H 3.59488 2.92730 1.62156  0.102
26 H 2.76993 3.23362 0.05789  0.111
27 H 2.23625 1.69424 3.49697  0.104
28 H -0.13090 1.00721 4.33531  0.082
29 H 0.52429 2.41557 -0.59492  0.121
30 H -2.77246 2.46988 0.34189  0.115
31 H -3.16609 0.10714 -2.09744  0.106
32 H -4.51078 -2.07278 -1.85174  0.092
33 H -5.11962 -2.99620 0.38108  0.098
34 H -4.39362 -1.71134 2.56507  0.096
35 O 4.58901 1.40948 -3.00760  0.107
36 C 5.07580 0.32115 -3.13531  -0.480
37 O 4.36388 -0.83347 -3.07476  0.012
38 C 5.25666 -1.95404 -3.15504  -0.163
39 C 6.50748 -1.42050 -3.81921  -0.152
40 C 6.54149 0.01937 -3.33530  -0.072
41 H 5.44636 -2.32042 -2.14176  0.128
42 H 4.79359 -2.74959 -3.73718  0.110
43 H 7.40334 -1.98992 -3.57063  0.118
44 H 6.38695 -1.44012 -4.90522  0.121
45 H 7.05817 0.11619 -2.37790  0.130
46 H 6.97991 0.68453 -4.07651  0.129
47 O -5.88708 6.39088 -2.24156  0.122
48 C -5.70472 5.25003 -1.92548  -0.484
49 O -4.58354 4.54783 -2.24021  0.033
50 C -4.73208 3.18673 -1.80963  -0.166
51 C -5.78723 3.22469 -0.72300  -0.163
52 C -6.67641 4.36997 -1.17491  -0.079
53 H -5.04025 2.58158 -2.66686  0.129
54 H -3.77790 2.81341 -1.43949  0.092
55 H -6.31496 2.27841 -0.60233  0.119
56 H -5.32396 3.47598 0.23568  0.118
57 H -7.45557 4.03465 -1.86234  0.133
58 H -7.11227 4.90019 -0.33048  0.127
59 O 0.06295 -0.48367 5.96954  0.101
60 C -0.92895 -1.05345 6.33051  -0.480
61 O -1.31866 -2.26338 5.85425  0.032
62 C -2.59649 -2.60894 6.40730  -0.160
63 C -2.71642 -1.78963 7.67582  -0.161
64 C -1.93990 -0.53324 7.32346  -0.075
65 H -3.37068 -2.35991 5.67640  0.123
66 H -2.63099 -3.67987 6.60608  0.126
67 H -3.74878 -1.60108 7.97083  0.118
68 H -2.22051 -2.30825 8.50054  0.120
69 H -2.56962 0.21137 6.83186  0.132
70 H -1.44811 -0.10468 8.19448  0.128
71 O 3.73891 -2.36006 -6.05181  0.116
72 C 2.73925 -2.91330 -5.68603  -0.483
73 O 2.33005 -4.12127 -6.15507  0.030
74 C 1.04793 -4.44399 -5.59635  -0.162
75 C 0.94388 -3.61509 -4.33242  -0.158
76 C 1.73860 -2.37213 -4.69369  -0.072
77 H 0.27570 -4.18765 -6.32665  0.127
78 H 0.99760 -5.51308 -5.39112  0.125
79 H -0.08471 -3.40915 -4.03605  0.118
80 H 1.43400 -4.13636 -3.50572  0.120
81 H 1.11932 -1.62089 -5.18784  0.139
82 H 2.23892 -1.94560 -3.82640  0.113

The value obtained for the LUMO energy is 0.455 eV. The SMILES is NCCCc1ccc2c(c1)Nc1ccccc1S2.O=C1CCCO1.O=C1CCCO1.O=C1CCCO1.O=C1CCCO1.

***

Number 1: calculated total energy -38814.6882 eV. Number 2: calculated total energy -62994.4842 eV. Number 3: calculated total energy -62606.0068 eV. Number 4: calculated total energy -62989.9521 eV.